Density functional theory data (ωB97M-V with the def2-TZVPD basis set) for a molecular structure, C34H53N2O2P2Pt at a distorted geometry.

## Properties
Energy above the lowest of the compared OMol25 structures with the same formula, charge and spin in kcal per mole: 11.2
Strongest force on any atom in hartree/bohr: 0.0951
HOMO-LUMO gap (spin up / spin down) in Eh: 0.1916 / 0.2048

Geometry as ORCA input:
```
! RIJCOSX wB97M-V def2-TZVPD def2/J DEFGRID3
* xyz 1 3
H -0.78 4.43 -2.11
H -1.00 -2.86 2.94
H -1.32 3.19 0.25
H 1.72 2.68 -4.48
C -2.13 2.75 -0.35
H -0.08 1.66 5.22
H 4.80 1.55 -1.91
N 1.87 1.63 0.68
O -2.36 -0.19 1.86
H -1.77 1.72 -4.73
C 0.24 1.19 -3.84
H 1.16 -3.04 4.38
H -3.45 -3.64 0.24
C -0.67 -0.93 4.72
C 4.87 0.52 -2.26
H 4.64 1.73 2.55
H -0.79 -0.69 -3.36
H 4.95 -3.18 -3.50
H 2.75 -2.76 3.63
C 1.85 -2.87 0.98
C 2.21 2.51 -0.34
C 0.53 -0.13 4.19
H 1.98 3.08 -2.36
H 5.13 3.67 0.99
H -6.36 -1.59 -0.11
C 1.65 1.59 -4.33
C 1.69 -0.32 5.18
H 1.84 -4.23 3.28
C -0.35 -3.10 2.10
H -1.54 -0.85 4.07
C 2.43 0.17 -1.67
N 1.61 -0.41 -0.96
C -0.69 1.78 -4.94
C 0.11 -0.34 -3.88
C 3.75 -1.61 -2.64
H 2.13 -1.32 5.16
C 2.81 1.28 1.56
H -0.52 1.20 -5.87
C -4.29 -3.03 0.55
H 1.87 1.10 -5.30
H 2.44 1.28 -3.64
H -2.99 3.44 -0.35
H 2.93 -2.69 1.08
H 0.97 -0.82 -3.41
C -4.22 -1.67 -0.09
H -3.59 2.02 -2.75
C 3.31 3.37 -0.13
Pt 0.14 0.30 0.28
H -5.56 -0.08 -0.67
H 1.72 -3.95 0.76
H -0.85 -2.75 1.19
H 2.84 -2.23 -2.57
H -4.28 -2.90 1.64
H 1.30 -0.17 6.20
C 1.74 -3.15 3.46
H -1.41 3.70 -3.62
P 0.01 1.60 -1.92
C 4.94 -2.15 -3.14
H -0.44 -1.99 4.89
H -2.47 1.83 0.15
H -2.32 0.91 -3.28
H -5.24 -3.51 0.28
C 0.12 1.35 4.18
H 1.52 -2.30 0.10
C -5.51 -0.91 0.04
H 3.47 4.15 -0.89
C 3.96 2.03 1.75
C 4.21 3.10 0.89
H -5.57 -0.51 1.07
H -0.43 2.83 -5.19
H 0.91 2.01 3.80
H 0.05 -0.69 -4.92
C 6.11 -1.37 -3.18
P 0.95 -0.62 2.38
O -3.19 -1.21 -0.59
C -1.58 3.80 -2.54
H -3.02 0.70 -1.70
C -1.69 2.47 -1.80
H 3.24 -0.84 1.70
H -0.28 -4.20 2.04
H 2.49 0.42 5.05
H 7.05 -1.79 -3.56
C 3.71 -0.28 -2.22
C 2.67 -0.06 2.26
H -2.53 4.35 -2.41
H 3.16 0.00 3.24
H 6.96 0.59 -2.75
C 6.06 -0.04 -2.73
H -0.95 -0.52 5.70
C -1.44 0.04 1.19
H -0.79 1.52 3.60
C 1.06 -2.51 2.25
C -2.70 1.47 -2.42
C 1.65 2.32 -1.63
*
```